Entry 1:
A structure of composition C6H7N. Source: the OMol25 dataset; level of theory: ωB97M-V/def2-TZVPD.

## Properties
Multiplicity: 3
HOMO (spin up / spin down): -5.9 / -8.9 eV
E_LUMO (spin up / spin down): 1.211 / -0.642 eV
Kohn-Sham gap (spin up / spin down): 7.08 / 8.30 eV
ΔE to the lowest compared entry with this formula, charge and spin: 58.57 kcal per mole
DFT total energy: -7817.748 eV
F_max: 3.86 eV Å⁻¹

Element x y z (Å)
C -1.904 0.561 0.361
C -0.329 -1.495 0.409
C -0.788 1.240 -0.004
C 0.771 -0.402 -0.206
C -1.334 -0.608 -0.405
C 2.067 0.167 -0.058
N -0.225 0.297 -0.910
H -2.762 0.794 0.978
H -0.472 -2.478 0.858
H -0.317 2.172 0.197
H -2.022 -1.097 -1.128
H 1.994 1.080 -0.519
H 2.756 -0.434 -0.551
H 2.566 0.203 0.977

Atom charges from the Mulliken analysis, given in e for atoms 1 to 6:
1 C -0.29
2 C -0.75
3 C -0.42
4 C 0.45
5 C -0.04
6 C -1.00

***

Entry 2:
A cluster of 13 separate species, C37H108N8O13 in total. Source: the OMol25 dataset; level of theory: ωB97M-V/def2-TZVPD.

## Properties
HOMO: -8.8 eV
E_LUMO: 0.349 eV
Kohn-Sham gap: 9.15 eV
ΔE to the lowest compared entry with this formula, charge and spin: 27.01 kcal per mole
DFT total energy: -78651.030 eV
F_max: 2.74 eV Å⁻¹

Element x y z (Å)
C -2.197 5.524 -4.680
C -2.664 5.237 -3.274
C -2.405 3.753 -2.831
O -2.682 2.848 -3.872
C -2.559 1.533 -3.505
N -2.238 6.205 -2.262
H -2.606 4.792 -5.376
H -1.111 5.433 -4.631
H -2.430 6.532 -5.022
H -3.733 5.376 -3.436
H -3.131 3.492 -2.061
H -1.397 3.585 -2.453
H -1.494 1.312 -3.575
H -2.994 0.881 -4.262
H -2.800 1.269 -2.475
H -2.450 7.164 -2.498
H -2.810 6.036 -1.447
C 2.197 -5.399 0.497
C 1.747 -4.542 1.682
C 2.937 -3.867 2.372
O 3.804 -3.157 1.538
C 5.030 -2.732 2.150
N 0.830 -3.601 1.083
H 2.565 -4.862 -0.377
H 1.481 -6.110 0.086
H 3.075 -5.984 0.769
H 1.234 -5.183 2.399
H 3.535 -4.674 2.795
H 2.725 -3.372 3.320
H 4.953 -2.055 3.001
H 5.639 -2.333 1.339
H 5.593 -3.567 2.566
H 1.288 -3.243 0.257
H 0.986 -2.815 1.696
C 3.792 0.286 4.343
C 3.131 1.421 3.597
C 3.336 1.290 2.071
O 4.675 1.641 1.751
C 5.278 0.952 0.685
N 1.701 1.401 3.858
H 3.558 0.422 5.398
H 4.871 0.373 4.223
H 3.589 -0.735 4.016
H 3.531 2.368 3.959
H 2.646 1.914 1.502
H 3.183 0.240 1.819
H 5.366 -0.110 0.913
H 6.267 1.405 0.604
H 4.665 1.049 -0.211
H 1.592 1.418 4.862
H 1.302 2.287 3.582
C -3.031 4.572 0.973
C -4.231 3.730 1.374
C -5.346 4.534 1.970
O -6.264 3.653 2.616
C -7.353 4.347 3.259
N -4.695 2.902 0.294
H -2.625 4.916 1.924
H -3.251 5.537 0.516
H -2.282 4.035 0.391
H -3.960 3.045 2.178
H -5.882 5.033 1.163
H -4.969 5.310 2.637
H -7.023 5.017 4.052
H -8.070 3.645 3.687
H -7.910 4.942 2.535
H -5.486 2.410 0.684
H -4.005 2.208 0.045
C 3.132 -6.177 -3.694
C 4.522 -5.598 -3.440
C 5.544 -6.659 -3.104
O 5.375 -7.212 -1.816
C 6.230 -8.243 -1.423
N 4.885 -4.760 -4.602
H 2.405 -5.520 -4.172
H 2.763 -6.499 -2.721
H 3.174 -7.098 -4.275
H 4.366 -5.019 -2.530
H 6.552 -6.248 -3.154
H 5.428 -7.501 -3.786
H 7.106 -7.835 -0.919
H 6.420 -8.856 -2.304
H 5.846 -8.911 -0.652
H 4.196 -4.052 -4.808
H 5.061 -5.305 -5.434
C -3.059 -3.645 0.802
C -3.108 -3.999 2.290
C -4.539 -4.284 2.855
O -5.302 -3.117 2.633
C -6.697 -3.370 2.696
N -2.255 -5.231 2.453
H -3.469 -4.569 0.394
H -2.034 -3.497 0.463
H -3.759 -2.849 0.547
H -2.552 -3.238 2.838
H -4.443 -4.511 3.917
H -4.842 -5.165 2.290
H -7.024 -2.342 2.543
H -6.983 -3.696 3.696
H -7.123 -4.048 1.956
H -1.485 -4.980 1.850
H -1.867 -5.257 3.386
C 2.133 5.495 -0.010
C 0.659 5.614 -0.468
C -0.043 6.868 0.168
O -0.162 6.796 1.600
C -0.952 7.804 2.192
N 0.713 5.787 -1.933
H 2.261 5.796 1.030
H 2.743 6.207 -0.565
H 2.467 4.471 -0.177
H 0.130 4.692 -0.226
H -1.032 6.996 -0.272
H 0.481 7.792 -0.074
H -0.592 8.830 2.112
H -1.149 7.620 3.248
H -1.971 7.687 1.823
H -0.221 5.769 -2.317
H 1.086 6.697 -2.160
C -0.084 1.253 0.433
C -0.053 -0.017 -0.315
C 1.335 -0.570 -0.433
O 1.404 -1.641 -1.370
C 2.702 -2.183 -1.538
N -0.878 -1.048 0.381
H 0.407 1.172 1.403
H -1.071 1.615 0.720
H 0.346 2.058 -0.164
H -0.319 0.048 -1.370
H 1.754 -0.859 0.531
H 2.031 0.160 -0.847
H 2.544 -3.094 -2.113
H 3.126 -2.483 -0.579
H 3.348 -1.515 -2.107
H -0.540 -1.902 -0.038
H -0.676 -1.044 1.371
C -3.840 -0.114 1.560
O -3.354 0.164 0.207
H -4.757 -0.689 1.436
H -3.100 -0.679 2.127
H -4.068 0.743 2.193
H -2.527 -0.319 0.145
C 0.946 -1.560 -4.499
O 1.175 -2.624 -5.421
H 0.511 -2.088 -3.650
H 1.874 -1.022 -4.306
H 0.220 -0.875 -4.936
H 1.647 -2.256 -6.171
C 3.007 3.096 -2.680
O 1.917 3.736 -3.345
H 3.538 3.770 -2.008
H 2.656 2.191 -2.185
H 3.661 2.719 -3.467
H 1.530 4.367 -2.734
C -2.940 -2.393 -2.519
O -4.292 -2.458 -2.948
H -2.790 -3.088 -1.693
H -2.347 -2.644 -3.399
H -2.615 -1.394 -2.229
H -4.695 -1.837 -2.337
C -0.257 -1.359 4.006
O 0.807 -1.202 3.124
H 0.160 -1.581 4.988
H -0.898 -0.488 4.137
H -0.846 -2.227 3.709
H 1.272 -0.407 3.397

Atom charges from the Mulliken analysis, given in e for atoms 1 to 6:
1 C -1.60
2 C -0.07
3 C 0.10
4 O -0.43
5 C -0.49
6 N -0.48

***

Entry 3:
A cluster of 2 separate species, C3H8N2O in total. Source: the OMol25 dataset; level of theory: ωB97M-V/def2-TZVPD.

## Properties
Structure (SMILES): C/C=C/N.N=O
HOMO (spin up / spin down): -8.1 / -8.1 eV
E_LUMO (spin up / spin down): -0.471 / -0.487 eV
Kohn-Sham gap (spin up / spin down): 7.62 / 7.63 eV
ΔE to the lowest compared entry with this formula, charge and spin: 119.58 kcal per mole
DFT total energy: -8264.140 eV
F_max: 3.78 eV Å⁻¹

Element x y z (Å)
C -0.810 0.188 0.366
C 1.026 1.505 1.390
C 0.310 0.860 0.335
N -1.530 -0.245 -0.705
N -0.015 -2.541 -1.519
O 0.786 -2.010 -0.793
H -1.377 0.021 1.286
H 1.182 2.565 1.368
H 0.552 1.382 2.329
H 1.991 1.085 1.476
H 0.646 0.948 -0.736
H -1.739 -1.244 -0.639
H 0.008 -2.525 -2.543
H -1.031 0.009 -1.616

Atom charges from the Mulliken analysis, given in e for atoms 1 to 6:
1 C 0.03
2 C -1.30
3 C 0.00
4 N -0.62
5 N -0.08
6 O -0.16

***

Entry 4:
A structure of composition C28H34FN6O2S3W. Source: the OMol25 dataset; level of theory: ωB97M-V/def2-TZVPD.

## Properties
Total charge: +1
Multiplicity: 3
HOMO (spin up / spin down): -10.3 / -10.5 eV
E_LUMO (spin up / spin down): -4.258 / -4.813 eV
Kohn-Sham gap (spin up / spin down): 6.06 / 5.65 eV
ΔE to the lowest compared entry with this formula, charge and spin: 59.71 kcal per mole
DFT total energy: -79665.586 eV
F_max: 0.68 eV Å⁻¹

Element x y z (Å)
W 1.321 0.317 0.358
C 2.910 1.793 5.657
S 3.593 0.468 4.643
C 2.742 0.749 3.170
S 3.133 -0.332 1.817
N 1.839 1.666 3.065
N 1.372 1.671 1.790
C 2.340 1.675 -0.800
C 3.077 0.794 -1.625
C 3.980 0.962 -2.667
C 4.485 -0.169 -3.294
C 4.097 -1.433 -2.873
C 3.201 -1.546 -1.810
N 2.710 -0.481 -1.216
H 3.378 1.691 6.634
H 1.832 1.685 5.740
H 3.155 2.759 5.225
H 2.459 2.749 -0.789
H 4.266 1.957 -2.980
H 5.185 -0.067 -4.113
H 4.482 -2.323 -3.348
H 2.894 -2.512 -1.433
C 0.088 3.623 -2.155
C -0.389 2.201 -2.467
C -0.820 2.091 -3.934
C -1.513 1.776 -1.541
C -2.667 2.552 -1.497
C -3.769 2.161 -0.760
C -3.735 0.964 -0.066
C -2.599 0.165 -0.059
C -2.645 -1.151 0.698
C -3.040 -0.950 2.164
C -3.614 -2.131 0.027
C -1.470 0.600 -0.781
N -0.271 -0.207 -0.729
C -0.407 -1.451 -1.400
C -1.234 -1.586 -2.518
C -1.378 -2.797 -3.174
C -0.710 -3.926 -2.722
C 0.113 -3.826 -1.610
C 0.253 -2.608 -0.984
F 1.080 -2.542 0.099
H 0.969 3.871 -2.751
H 0.335 3.730 -1.097
H -0.683 4.357 -2.392
H 0.448 1.519 -2.322
H -1.659 2.756 -4.146
H -1.125 1.073 -4.182
H 0.007 2.368 -4.589
H -2.710 3.469 -2.072
H -4.660 2.775 -0.744
H -4.611 0.642 0.483
H -1.652 -1.593 0.685
H -4.071 -0.606 2.255
H -2.397 -0.221 2.656
H -2.963 -1.895 2.706
H -4.633 -1.741 0.037
H -3.615 -3.082 0.563
H -3.332 -2.322 -1.010
H -1.781 -0.718 -2.860
H -2.025 -2.859 -4.038
H -0.831 -4.877 -3.222
H 0.643 -4.682 -1.215
C 0.671 -2.561 3.359
C 0.168 -1.159 3.206
N -0.196 -0.486 4.291
O 0.087 -0.632 2.076
H 0.402 -3.003 4.316
H 1.759 -2.534 3.272
H 0.291 -3.169 2.543
H -0.182 -0.918 5.198
H -0.477 0.492 4.204
O -1.018 2.382 3.578
S -1.105 2.492 2.115
N 0.223 2.102 1.354

Atom charges from the Mulliken analysis, given in e for atoms 1 to 6:
1 W 0.95
2 C -0.76
3 S 0.04
4 C 0.46
5 S -0.48
6 N -0.61

***

Entry 5:
The molecule CH2Cl2FNS. Source: the OMol25 dataset; level of theory: ωB97M-V/def2-TZVPD.

## Properties
Structure (SMILES): NSC(F)(Cl)Cl
HOMO: -9.5 eV
E_LUMO: 0.526 eV
Kohn-Sham gap: 10.04 eV
ΔE to the lowest compared entry with this formula, charge and spin: 4.57 kcal per mole
DFT total energy: -41156.234 eV
F_max: 2.80 eV Å⁻¹

Element x y z (Å)
C 0.615 -0.859 0.536
N -1.158 1.042 -0.840
F 0.438 -1.323 1.782
S -1.155 -0.495 -0.205
Cl 1.363 0.644 0.744
Cl 1.477 -1.935 -0.463
H -0.508 1.272 -1.536
H -1.072 1.654 -0.016

Atom charges from the Mulliken analysis, given in e for atoms 1 to 6:
1 C 0.36
2 N -0.52
3 F -0.19
4 S 0.03
5 Cl -0.15
6 Cl -0.10

***

Entry 6:
A structure of composition C9H36FeO17S2. Source: the OMol25 dataset; level of theory: ωB97M-V/def2-TZVPD.

## Properties
Total charge: -1
Multiplicity: 6
HOMO (spin up / spin down): -6.9 / -6.9 eV
E_LUMO (spin up / spin down): 2.095 / 1.702 eV
Kohn-Sham gap (spin up / spin down): 9.04 / 8.63 eV
ΔE to the lowest compared entry with this formula, charge and spin: 29.98 kcal per mole
DFT total energy: -100783.225 eV
F_max: 4.19 eV Å⁻¹

Element x y z (Å)
Fe 1.896 -0.845 -0.059
S 4.337 -0.788 -1.232
O 3.018 -0.094 -1.474
O 3.725 -1.499 -0.073
O 4.655 -1.715 -2.288
O 5.381 0.100 -0.792
S -0.574 0.205 0.001
O 0.700 0.582 -0.697
O -1.025 1.186 0.968
O -1.593 -0.329 -0.920
O 0.110 -0.950 0.647
C 3.200 2.387 -4.087
O 3.012 2.402 -2.692
H 3.926 1.637 -4.422
H 2.263 2.091 -4.580
H 3.470 3.367 -4.477
H 2.842 1.475 -2.435
C 2.467 1.758 1.344
O 2.662 0.339 1.479
H 2.544 2.042 0.299
H 1.505 2.091 1.741
H 3.203 2.307 1.935
H 2.935 0.164 2.381
C -0.393 -0.011 -4.122
O -1.129 -1.026 -3.471
H -0.903 0.955 -4.166
H 0.589 0.115 -3.650
H -0.219 -0.326 -5.154
H -1.291 -0.717 -2.552
C -4.257 -2.082 0.107
O -2.952 -2.538 -0.244
H -4.206 -1.082 0.540
H -4.811 -1.991 -0.833
H -4.741 -2.768 0.798
H -2.423 -1.756 -0.523
C -4.228 2.035 -0.176
O -3.909 1.218 -1.275
H -5.212 2.497 -0.235
H -4.163 1.464 0.759
H -3.496 2.846 -0.064
H -3.069 0.761 -1.094
C 0.465 -3.358 -1.426
O 1.303 -2.205 -1.545
H -0.536 -3.135 -1.796
H 0.915 -4.252 -1.851
H 0.293 -3.507 -0.360
H 1.413 -1.927 -2.462
C -1.013 3.485 3.361
O -0.858 3.764 1.962
H -0.281 2.717 3.629
H -0.838 4.386 3.940
H -2.023 3.077 3.454
H -0.880 2.911 1.496
C 1.550 -2.800 2.843
O 1.981 -2.550 1.492
H 0.691 -3.472 2.788
H 2.322 -3.299 3.431
H 1.301 -1.850 3.307
H 2.558 -3.299 1.300
C -1.937 -0.175 3.849
O -2.789 0.126 2.767
H -2.513 -0.813 4.522
H -1.062 -0.754 3.532
H -1.617 0.715 4.399
H -2.292 0.709 2.158

Atom charges from the Mulliken analysis, given in e for atoms 1 to 6:
1 Fe 1.30
2 S 1.37
3 O -0.45
4 O -0.64
5 O -0.72
6 O -0.71